Formula: C30H44BeBrClN2P2
Source: the OMol25 dataset
Level of theory: ωB97M-V/def2-TZVPD

Summary:
Frontier orbital gap (eV): 3.521
ΔE to the lowest compared entry with this formula, charge and spin (kJ/mol): 25.1
Charge: +2
HOMO energy (hartree): -0.4430
Calculated total energy (Eh): -5010.101690
Lowest unoccupied orbital energy (Ha): -0.3136

Atoms and positions in Å:
H -0.46403 0.85953 4.06142
H -5.99539 4.91760 -3.29487
H 0.10369 -2.78321 -0.10026
C 1.10272 3.71417 -2.33082
H -3.02856 -0.39451 0.79588
P 3.39385 -0.49801 -0.54097
Br 3.50093 4.00325 -3.81488
C 1.75634 3.45420 -3.55335
H 2.37403 -2.02055 2.64873
H -0.03232 -3.39251 -5.00513
H -1.40401 -2.21369 0.58537
C -2.12127 0.06346 1.19854
C -1.72507 1.16615 -2.55399
C -0.12024 3.08671 -2.04083
C -3.01931 -2.46120 -2.33933
C -0.72945 0.79199 3.02374
H -1.59942 -4.71554 -1.16638
H 5.81403 2.44323 -0.73280
H -1.60162 -2.63306 -4.67096
C -0.20169 1.33791 0.71510
C -2.92971 1.69092 -1.96802
H -3.13961 -2.12961 -3.38004
H 0.44244 1.81238 -0.01053
H -0.82319 -4.86535 0.41413
C 2.83594 -0.34106 -2.30079
C -0.52403 -2.55803 -4.48202
H 1.42415 -1.03914 0.76059
C 4.10043 1.19071 -0.32368
H 1.76795 -0.61103 -2.32906
H -4.06700 -0.81390 -1.32816
C 3.66272 -1.18691 -3.29331
H 4.10501 1.34185 0.75997
C -0.98873 -2.81005 -0.24073
H 2.93787 0.72480 -2.56597
H -4.76226 3.70937 -1.49195
C -0.57557 2.04268 -2.86648
H 3.16777 -1.21422 -4.27469
H 1.57216 4.39298 -1.62007
H -5.12540 -2.03607 -2.01746
H -4.78471 2.21090 -6.17131
H 4.66613 -0.76839 -3.45758
H 2.19961 0.45180 1.34636
C -1.79707 0.04380 2.54462
C -0.18198 -2.65521 -2.99096
C -4.73470 2.53407 -5.13292
Be -1.30717 0.20054 -1.28618
C -1.50841 -4.24942 -0.18025
Cl 1.25527 2.57012 2.59878
H -0.66501 3.34251 -1.11434
C 1.17072 2.56054 -4.48183
H 3.78680 -2.22115 -2.94832
H -4.23935 -2.39125 -0.52378
H 5.59344 1.15002 -1.93389
N -5.40569 3.62531 -4.78965
H -0.15169 -1.62881 -4.93537
C 0.02557 1.48601 2.08212
H -2.98055 2.00501 -0.91753
H -0.06647 -3.71614 -2.70722
C 5.51047 1.40007 -0.87389
C -3.97352 1.79587 -4.22694
H 3.38085 1.90066 -0.76641
C 3.09506 -1.37825 2.12622
C 0.07706 1.79399 -4.08224
H 1.62800 2.39768 -5.44116
C -3.90641 2.23010 -2.86998
H 3.55672 -0.72176 2.88206
H -3.06599 -3.55612 -2.35203
P -1.35168 -1.89386 -1.78941
H -1.92439 0.47810 -3.38079
C -5.41276 4.02236 -3.51307
H 0.79053 -2.17494 -2.80053
C 2.39268 -0.57495 0.99869
H 3.87722 -2.02148 1.70394
C -4.72331 3.33897 -2.51042
H -2.49148 -4.29238 0.30192
N -1.29012 0.63004 0.29313
H -0.29782 0.98892 -4.71571
H -3.42364 0.93144 -4.58662
C -4.16554 -1.89074 -1.49937
H 6.22324 0.78433 -0.32543
H -2.40874 -0.55384 3.20917

Forces on atoms 1 to 6 (eV/Å):
H -0.1 -0.1 0.3
H 0.2 -0.2 0.0
H -0.2 0.1 -0.2
C -0.2 -0.1 -0.6
H 0.4 -0.1 0.2
P 3.2 -0.7 0.0

Results of the Mulliken charge analysis, in e, for atoms 1 through 8: atom 1 (H): 0.53, atom 2 (H): 0.39, atom 3 (H): 0.35, atom 4 (C): -0.67, atom 5 (H): 0.52, atom 6 (P): -0.31, atom 7 (Br): -0.04, atom 8 (C): -0.28


Formula: C30H44BrN3P2Tc
Source: the OMol25 dataset
Level of theory: ωB97M-V/def2-TZVPD

Summary:
Frontier orbital gap (alpha / beta) (eV): 4.119 / 3.694
<S²>: 4.016
ΔE to the lowest compared entry with this formula, charge and spin (kJ/mol): 183.1
Charge: +4
HOMO energy (alpha / beta) (hartree): -0.6937 / -0.6947
Spin multiplicity: 4
Calculated total energy (Eh): -4669.512066
Lowest unoccupied orbital energy (alpha / beta) (Ha): -0.5423 / -0.5589

Atoms and positions in Å:
H 0.02584 -2.78900 -1.51978
N -0.08181 -0.58526 3.39949
H 1.88988 -2.19891 1.52627
H 1.01419 1.55434 5.77899
H 0.16545 2.30160 1.85582
C 1.76059 4.31129 -1.60016
C 2.83827 4.61551 -3.72118
H 1.68743 0.84145 2.21774
H 2.82374 5.10374 0.10950
H -2.09908 0.46423 -1.95790
H -3.74354 0.12541 -3.78008
C 1.12665 0.08749 -1.39738
H 1.87492 1.68722 0.66817
H -2.99176 3.45875 -0.85805
H 4.04576 1.11055 1.79057
C 1.14221 -0.63813 5.99439
C -2.69082 2.83985 -0.02177
C 0.84707 0.56803 5.34091
H 2.86356 4.49612 -4.80952
H 2.74998 -2.30228 -1.47316
H -5.02809 -3.88484 -0.62219
C -0.88490 -2.52452 -2.07113
H -4.15129 -3.75183 -2.15951
H 3.30454 -0.05809 -1.71070
H 0.93781 3.55146 -3.47509
H 3.80217 -1.79999 -0.08989
Tc -1.69432 -0.77259 1.29952
C 3.85660 5.45102 -1.78465
H 3.16500 -3.47313 -0.17998
C 2.01516 0.71437 1.17686
H -4.49866 1.54691 0.04086
N 3.81543 5.24507 -3.08783
H 2.38906 0.81075 -2.97719
H -4.88307 -2.31779 -1.39063
H -2.27427 -3.50912 -3.44267
H -2.41985 -1.05614 -3.97190
P -2.02765 -1.68750 -0.95138
C -1.76879 1.26180 2.10175
C 0.82988 -1.79447 5.29499
H 1.55782 -0.62167 7.00832
H 3.95670 0.35630 0.18610
C 3.51177 0.34164 1.19752
C -0.88467 2.31387 1.58645
C -3.11398 -3.08774 -0.36966
H -1.71400 -4.56172 -2.09635
C -3.26362 -0.76230 -3.33196
C 2.82720 4.97765 -0.96994
H 0.33792 0.82650 -1.60801
H 0.12914 1.48855 3.58756
H 4.68818 5.98877 -1.33393
C 0.27558 -1.74128 3.99461
P 0.78596 -0.42857 0.35529
H 1.02309 -2.77823 5.71639
N 0.06948 -2.86909 3.26259
C -1.41207 -3.77020 -2.80231
H -2.45250 -3.96251 -0.37649
C 1.76127 4.08832 -2.99391
C 2.47357 0.64722 -1.88467
H -2.13339 1.46636 3.13917
C -0.41209 3.82273 -0.19085
H -3.98872 -1.59088 -3.28853
H -3.38385 -2.87600 0.69198
C -2.79245 -0.39157 -1.91580
C 0.64089 3.88364 -0.82295
C 2.93130 -2.41062 -0.38728
C 1.67889 -2.07899 0.45211
H -3.63384 0.00523 -1.34119
Br -4.32044 -1.08779 1.84071
C -3.49185 1.79939 0.40968
C -4.35340 -3.25534 -1.20472
H -0.60541 -4.16577 -3.44833
H 3.69509 -0.65283 1.64617
H 0.25984 -3.77792 3.67106
H 0.88549 -0.80197 -1.98645
C -1.38687 3.05333 0.50005
H 2.70423 1.62245 -1.42019
H 0.89373 -2.82454 0.24633
H -0.47890 -2.81883 2.40525
H -0.57937 -1.78088 -2.81895
C -2.69828 0.88361 1.09457
C 0.27930 0.52835 4.05850

Forces on atoms 1 to 6 (eV/Å):
H -0.2 0.0 -0.1
N -0.2 -0.6 -0.4
H 0.0 0.0 -0.3
H 0.1 -0.4 -0.1
H -0.3 0.9 0.5
C -1.8 -1.0 0.9

Results of the Mulliken charge analysis, in e, for atoms 1 through 8: atom 1 (H): 0.22, atom 2 (N): 0.57, atom 3 (H): 0.76, atom 4 (H): 0.51, atom 5 (H): 0.90, atom 6 (C): 0.13, atom 7 (C): -0.46, atom 8 (H): 0.19


- What is the formula in the second record?
  C30H44BrN3P2Tc